[1]
Computed, not measured: a molecular structure, C21H31BClFeN3O2, with ωB97M-V with the def2-TZVPD basis set.

Structure (XYZ):
```
60
Properties=species:S:1:pos:R:3:lowdin_spin:R:1
Fe -0.006 0.011 0.849 3.74
Cl -2.035 0.078 1.679 0.16
N 0.339 2.098 0.003 0.05
N 0.271 -2.112 0.028 0.06
C -0.302 2.799 -0.898 0.06
C -0.358 -2.815 -0.885 0.06
C 1.248 3.029 0.725 0.00
C 1.296 4.241 -0.205 0.00
C 2.619 2.409 0.973 0.00
C 0.590 3.416 2.041 0.00
H 2.948 1.872 0.070 0.00
H 2.585 1.714 1.822 0.00
H 3.341 3.210 1.192 0.00
H -0.397 3.854 1.836 0.00
H 1.216 4.155 2.546 0.00
H 0.470 2.530 2.676 0.00
C 1.136 -3.055 0.790 0.00
C 1.177 -4.288 -0.114 0.00
C 0.431 -3.404 2.092 0.00
C 2.519 -2.471 1.065 0.00
H 2.864 -1.917 0.180 0.00
H 3.224 -3.291 1.263 0.00
H 2.494 -1.798 1.933 0.00
H -0.562 -3.818 1.865 0.00
H 0.316 -2.507 2.713 0.00
H 1.019 -4.154 2.626 0.00
O 0.115 -4.052 -1.097 0.03
H 0.934 -5.220 0.414 0.00
H 2.126 -4.404 -0.657 0.00
O 0.191 4.021 -1.145 0.02
H 2.227 4.314 -0.784 0.00
H 1.101 5.192 0.310 0.00
C -1.547 2.435 -1.634 0.03
C -1.571 -2.443 -1.668 0.04
C -1.385 -1.208 -2.492 0.10
H -2.364 -2.232 -0.929 0.02
H -1.867 -3.305 -2.268 0.00
C -1.392 -0.003 -1.813 0.18
C -1.379 1.210 -2.475 0.09
H -1.631 -0.012 -0.730 0.03
C -1.322 1.236 -3.875 0.04
C -1.280 0.018 -4.555 0.13
C -1.362 2.538 -4.606 0.00
C -1.329 -1.210 -3.893 0.03
H -1.260 0.026 -5.643 0.02
C -1.377 -2.503 -4.646 0.00
H -1.337 -2.331 -5.725 0.00
H -2.308 -3.049 -4.442 0.00
H -0.538 -3.153 -4.375 0.00
H -2.292 3.083 -4.401 0.00
H -1.315 2.384 -5.686 0.00
H -0.526 3.183 -4.320 0.00
H -1.866 3.301 -2.215 0.00
H -2.306 2.213 -0.863 0.01
B 1.995 0.052 5.037 0.00
C 1.414 0.050 3.621 0.02
N 0.985 0.037 2.528 0.03
H 3.003 -0.643 4.984 0.00
H 1.190 -0.402 5.828 0.00
H 2.206 1.222 5.315 0.00
```

Values from the calculation:
**Spin multiplicity**: 6
**E_HOMO (spin up / spin down)**: -0.0083 / -0.1959 hartree
**F_max**: 3.2 eV/A
**Frontier orbital gap (spin up / spin down)**: 2.9 / 8.0 eV
**<S²>**: 8.769
**Total charge**: -1

[2]
Computed, not measured: a molecular structure, C21H31BClLuN3O2, with ωB97M-V with the def2-TZVPD basis set.

Structure (XYZ):
```
60
Properties=species:S:1:pos:R:3:mulliken_charge:R:1
Lu -0.098 -0.022 0.002 0.89
Cl 1.779 -0.191 -1.577 -0.51
N 0.091 2.227 0.127 0.26
N -0.103 -2.248 0.448 -0.01
C -0.896 3.030 -0.248 0.75
C -0.896 -3.071 -0.208 0.69
C 1.186 3.020 0.716 1.44
C 0.480 4.354 0.974 -0.76
C 2.334 3.097 -0.293 -1.39
C 1.729 2.379 1.988 -1.78
H 1.956 3.171 -1.323 0.19
H 2.945 2.185 -0.218 0.36
H 2.958 3.970 -0.056 0.41
H 0.980 2.407 2.788 0.40
H 2.630 2.924 2.307 0.53
H 2.017 1.326 1.812 0.08
C 0.893 -3.028 1.215 1.40
C 0.684 -4.445 0.677 -0.70
C 0.549 -2.965 2.697 -1.56
C 2.304 -2.469 1.016 -1.63
H 2.551 -2.430 -0.053 0.43
H 3.021 -3.108 1.559 0.45
H 2.368 -1.446 1.432 0.08
H -0.518 -3.183 2.846 0.41
H 0.754 -1.971 3.110 0.12
H 1.122 -3.738 3.232 0.45
O -0.575 -4.353 -0.109 -0.44
H 0.562 -5.221 1.453 0.28
H 1.485 -4.754 -0.011 0.36
O -0.742 4.292 0.108 -0.48
H 1.062 5.253 0.725 0.29
H 0.142 4.423 2.022 0.36
C -2.107 2.536 -0.982 -1.91
C -2.057 -2.601 -1.034 -1.55
C -1.789 -1.271 -1.739 1.33
H -2.907 -2.463 -0.345 0.30
H -2.353 -3.385 -1.746 0.30
C -2.155 -0.033 -1.125 -1.01
C -1.830 1.228 -1.719 0.98
H -2.705 -0.049 -0.157 0.07
C -1.274 1.234 -3.003 1.43
C -1.031 0.011 -3.648 -1.30
C -0.919 2.524 -3.694 -1.76
C -1.232 -1.232 -3.025 0.95
H -0.649 0.026 -4.663 0.13
C -0.827 -2.494 -3.737 -1.84
H -0.527 -2.266 -4.767 0.42
H -1.648 -3.224 -3.777 0.31
H 0.031 -2.977 -3.240 0.22
H -1.752 3.241 -3.679 0.30
H -0.658 2.331 -4.742 0.43
H -0.048 3.011 -3.223 0.15
H -2.486 3.314 -1.666 0.36
H -2.896 2.365 -0.232 0.35
B -0.084 0.118 4.955 0.26
C -0.305 0.215 3.429 -0.06
N -0.453 0.253 2.258 -0.75
H 0.943 -0.488 5.219 -0.14
H -1.000 -0.530 5.412 -0.15
H -0.040 1.193 5.509 -0.17
```

Values from the calculation:
**Spin multiplicity**: 1
**E_HOMO (spin up / spin down)**: -0.0150 / -0.0203 hartree
**F_max**: 3.6 eV/A
**Frontier orbital gap (spin up / spin down)**: 3.1 / 3.2 eV
**Total charge**: -1

[3]
Computed, not measured: a molecular structure, C21H31BeF5P2, with ωB97M-V with the def2-TZVPD basis set.

Structure (XYZ):
```
60
Properties=species:S:1:pos:R:3:mulliken_charge:R:1
P -0.155 -2.176 -4.323 0.69
P 0.070 1.119 -5.636 1.32
C -0.420 -1.604 -6.098 -1.31
C 0.291 -0.385 -6.675 -1.10
H -1.497 -1.410 -6.155 0.44
H -0.198 -2.462 -6.746 0.59
H 1.371 -0.532 -6.786 0.53
H -0.115 -0.099 -7.664 0.44
C -1.534 1.790 -6.387 -1.48
H -1.829 2.735 -5.907 0.53
H -2.329 1.045 -6.197 0.37
H -1.495 1.971 -7.482 0.43
C 1.385 2.185 -6.402 -1.50
H 1.069 2.676 -7.339 0.38
H 2.268 1.554 -6.611 0.36
H 1.700 2.988 -5.725 0.46
C -1.233 -3.654 -4.690 -1.30
H -1.204 -4.394 -3.881 0.37
H -0.993 -4.145 -5.652 0.41
H -2.272 -3.300 -4.763 0.37
C 1.612 -2.743 -4.693 -1.25
H 2.220 -1.830 -4.844 0.35
H 1.705 -3.360 -5.610 0.38
H 2.021 -3.302 -3.832 0.35
Be -0.246 -1.200 -1.587 0.12
C 0.220 4.100 -2.017 -0.46
C -0.970 4.023 -2.644 -0.48
C -1.611 2.769 -3.140 0.26
C -1.328 1.552 -2.224 -1.31
C -0.429 0.571 -2.928 -0.09
C 0.847 0.966 -3.487 0.29
C 1.586 2.223 -3.074 -0.70
C 1.244 3.007 -1.778 -0.47
C -0.027 -2.833 -1.155 -1.28
H 0.592 5.093 -1.714 0.37
H -1.555 4.933 -2.852 0.37
H -1.256 2.558 -4.187 -1.13
H -2.702 2.900 -3.230 0.59
H -0.895 1.865 -1.261 -0.09
H -2.261 0.996 -1.973 0.73
H -1.017 -0.094 -3.584 0.30
H 1.528 0.123 -3.758 0.22
H 1.505 2.906 -3.936 -0.16
H 2.663 1.989 -3.018 0.42
H 1.078 2.275 -0.985 -0.30
H 2.143 3.556 -1.431 0.63
H 0.744 -2.695 -0.359 0.28
H 0.316 -3.609 -1.872 0.41
H -0.919 -3.250 -0.653 0.33
F -2.380 -0.402 0.443 -0.39
C -1.149 0.058 0.816 0.86
C -0.059 -0.267 0.022 -0.88
C 1.163 0.194 0.519 0.99
F 2.311 -0.161 -0.137 -0.44
C 1.278 1.033 1.661 0.30
F 2.478 1.477 2.093 -0.34
C 0.111 1.414 2.343 0.67
F 0.174 2.359 3.283 -0.32
C -1.111 0.876 1.961 0.16
F -2.217 1.191 2.672 -0.31
```

Values from the calculation:
**Energy relative to the best compared isomer or geometry (same formula, charge and spin)**: 0.483 eV
**Spin multiplicity**: 1
**E_HOMO**: -0.2609 hartree
**F_max**: 3.3 eV/A
**Frontier orbital gap**: 6.8 eV